Record 1
Entry from the OMol25 dataset: C4H4F2 in the gas phase (wB97M-V/def2-TZVPD).

Atoms and positions in Å:
C 0.845360 0.331854 1.353212
C 0.403823 0.760132 0.156171
C -0.918348 -1.145168 -0.718556
H -0.669481 -1.723862 0.155011
C -0.457053 0.114129 -0.834322
F -0.785690 0.930485 -1.825851
H -1.525501 -1.400941 -1.652718
H 0.546576 1.869303 0.124040
H 1.293302 1.063270 1.977847
F 0.909292 -0.949758 1.787716

Cartesian forces (eV/Å) of the 6 atoms listed first:
0.0 -0.4 -1.8
-0.2 1.1 1.5
-0.6 1.8 -2.7
-0.2 -0.3 -0.3
0.7 -1.5 1.9
-0.2 0.1 -0.8

Calculated values
**HOMO-LUMO gap**: 9.7904 eV
**Net charge**: 0
**LUMO level**: 0.694 eV
**Relative energy (zero: lowest compared OMol25 entry of this formula, charge and spin)**: 52.12 kJ/mol
**Structure (SMILES)**: C=C(F)/C=C\F



Record 2
Entry from the OMol25 dataset: CH6N2S in the gas phase (wB97M-V/def2-TZVPD).

Atoms and positions in Å:
H 1.443379 1.035299 -1.064904
H -1.850916 1.144896 -0.293925
S -0.347741 -0.311309 1.846699
H -1.389216 -0.505106 -1.001169
H 1.052097 -0.946110 -0.824705
H -0.597934 -1.529143 1.448965
N -0.125358 0.509272 0.354979
H 1.876932 -0.015297 0.523754
C 1.128536 0.140041 -0.312536
N -1.189779 0.477458 -0.677158

Cartesian forces (eV/Å) of the 6 atoms listed first:
-0.7 -2.5 1.7
-0.8 -1.0 -0.6
-0.3 1.4 0.2
-0.5 1.6 0.9
0.1 2.4 0.6
-0.1 -1.3 -0.5

Calculated values
**HOMO-LUMO gap**: 9.9588 eV
**Net charge**: 0
**LUMO level**: 0.949 eV
**Relative energy (zero: lowest compared OMol25 entry of this formula, charge and spin)**: 212.05 kJ/mol
**Structure (SMILES)**: CN(N)S



Record 3
Entry from the OMol25 dataset: a molecular structure, C5H7NS (wB97M-V/def2-TZVPD).

Atoms and positions in Å:
H 1.603314 0.210331 -1.379391
N 1.283575 0.286395 1.307596
C 0.643453 -0.042024 -0.872688
H -0.611472 1.068112 2.196498
C 0.893560 -0.930160 0.443703
H 1.705912 -0.030642 2.271603
C -0.299817 1.012821 -0.260864
H -1.289522 -1.154159 0.636856
S -0.925393 0.053587 -1.586923
H 1.570069 -1.804929 0.329862
H -0.415039 -1.323073 2.285007
C -0.468359 -0.902755 1.245918
C -0.193248 0.542083 1.182708
H -0.195524 2.092403 -0.535512

Cartesian forces (eV/Å) of the 6 atoms listed first:
-1.1 0.0 0.2
2.3 -0.9 0.8
1.6 -0.3 1.5
0.7 -0.2 -3.1
-0.1 0.8 0.1
-1.8 0.8 -2.1

Calculated values
**HOMO-LUMO gap**: 9.5372 eV
**Net charge**: 0
**LUMO level**: 0.948 eV
**Relative energy (zero: lowest compared OMol25 entry of this formula, charge and spin)**: 318.37 kJ/mol



Record 4
Entry from the OMol25 dataset: C5H11N in the gas phase (wB97M-V/def2-TZVPD).

Atoms and positions in Å:
H -1.946543 0.983578 -0.815211
H 2.651138 -0.074627 -0.219503
H -2.366647 -0.416072 -1.596858
H 0.041320 -1.877664 1.360080
H 1.773979 -0.569297 -1.736789
H -2.768295 -0.274996 0.222214
C 0.518902 1.346173 0.305988
C -1.977529 -0.072631 -0.569920
H 0.972340 1.484695 1.247020
C -0.187563 -0.861543 1.123168
N -0.779708 -0.661493 -0.107656
H 1.943475 -1.676479 -0.409484
H -0.663246 -0.219837 1.909105
C 0.510844 -0.123293 0.036646
C 1.803713 -0.645925 -0.633330
H -0.507613 1.728066 0.333475
H 0.981432 1.931341 -0.448953

Cartesian forces (eV/Å) of the 6 atoms listed first:
0.3 0.7 0.7
-0.3 -0.2 -0.3
0.7 -0.5 1.5
0.2 -0.5 0.4
0.0 0.3 0.5
0.6 0.4 -1.2

Calculated values
**HOMO-LUMO gap**: 9.2418 eV
**Net charge**: 0
**LUMO level**: 1.089 eV
**Relative energy (zero: lowest compared OMol25 entry of this formula, charge and spin)**: 209.81 kJ/mol
**Structure (SMILES)**: CN1CC1(C)C



Record 5
Entry from the OMol25 dataset: 6 unconnected molecules or ions with the total composition C25H47N3O12P2 (wB97M-V/def2-TZVPD).

Atoms and positions in Å:
H -4.946467 2.478542 1.263895
O -2.049869 -5.034298 2.420787
C -0.466459 -5.836830 -2.061626
C 2.696158 7.654625 2.296726
H -1.836322 0.486532 -2.112569
P -1.610303 2.482008 1.362672
H 5.029138 -4.099902 -7.611935
H -4.433847 -2.376898 3.332685
H -0.138662 1.548383 2.612191
O 0.182177 8.122539 6.135145
C 0.379266 -4.941400 2.708209
N -1.509474 0.160356 -1.209753
H -3.506081 0.732588 2.651155
C -2.399404 6.154504 5.018042
H 5.240403 -5.851219 -9.336125
C -0.540485 7.412076 5.499246
H 2.481727 7.134686 3.226406
H 0.391788 -6.820800 -3.819496
H 3.521851 -3.806061 -8.495285
H 0.242318 7.382701 3.491598
C -0.262149 6.716161 4.181539
C 4.098448 -4.553331 -7.957697
C 4.359758 -6.881378 -7.615441
H 3.935385 5.994288 1.711591
C 3.523006 7.359466 0.098259
H -5.201668 1.070110 2.945563
C 1.489570 -5.026388 -3.137301
H -0.229698 -1.169625 -2.224275
C -1.652369 6.312136 3.701008
H 3.999803 -7.862749 -7.912740
C 1.190738 -3.651170 2.803250
O -0.973927 1.251652 2.213210
H -4.803593 -0.893040 0.797510
H -1.663170 5.416239 3.088815
H 2.811056 8.720431 2.505054
O 3.470044 -6.366159 -6.607865
H 0.367808 5.845556 4.378122
H -1.666560 -1.947020 -1.523532
H -3.595620 -2.535629 1.797567
C -4.864162 -0.771311 1.874913
O -1.792957 7.100345 5.918181
C 4.333693 -5.846592 -8.735775
N -4.592849 1.563025 1.013218
H -3.518781 -0.435322 -0.753680
H 3.487580 -6.039076 -9.396290
P -3.217935 1.809942 0.023350
H 4.838999 7.502073 1.869443
H 0.720727 -5.586555 1.896548
C 0.444736 -2.745901 1.828290
C 3.332137 -5.026894 -6.738790
O 2.696723 -4.377671 -5.959748
C -1.010723 -4.444158 2.352187
O 1.603586 -3.149355 -1.560683
O -2.355586 3.296287 2.562551
H 0.788328 -2.869847 0.800974
H 2.243061 -3.761449 2.550767
H -2.275866 5.155847 5.447152
H -0.357805 -1.415524 -0.475812
H 1.123263 -3.248075 3.815011
H 3.880800 6.618391 -0.610825
H 3.852883 8.348573 -0.224818
H -2.400448 2.755282 3.362413
O -0.076618 -4.600608 -1.436938
H -5.908280 -0.956201 2.129257
H -2.087568 7.128067 3.122307
H -0.399236 -5.277946 -4.141690
H 1.835044 -4.452385 -3.992256
C 3.892175 7.072027 1.549978
H -1.552240 -5.864325 -2.107252
O 1.576165 7.488022 1.408507
H 5.351617 -6.986203 -7.171197
C -0.908526 -1.163549 -1.375787
H -0.119245 -6.660557 -1.433213
C -3.947476 -1.817475 2.535570
H 0.480300 -1.690990 2.092357
H 0.345475 -5.517921 3.628615
C -4.504633 0.688196 2.196487
O -0.929924 -3.174607 1.900911
O 1.248680 7.297868 -0.795336
H -0.686279 3.498734 -0.327501
C 1.069728 -4.130600 -1.994040
H -3.461436 6.378846 4.954639
C 0.216536 -5.822534 -3.424684
H 2.304112 -5.664114 -2.787206
N -0.548735 3.352783 0.662481
C -2.658315 0.094797 -0.318338
H -2.368038 -0.452459 0.582080
C 2.005303 7.362946 0.124644
H -3.052304 -1.343531 2.944423

Cartesian forces (eV/Å) of the 6 atoms listed first:
-0.2 -0.1 -0.1
0.0 0.0 0.0
0.0 -0.1 0.0
0.1 0.0 0.0
0.1 0.1 0.0
0.5 0.3 -0.5

Calculated values
**HOMO-LUMO gap**: 8.9591 eV
**Net charge**: 0
**LUMO level**: 0.416 eV
**Structure (SMILES)**: CCCNP(CNC)P(=N)(O)O.O=C1CCCO1.O=C1CCCO1.O=C1CCCO1.O=C1CCCO1.O=C1CCCO1